(1)
{
  "formula": "C4H6N2O2",
  "method": "wB97M-V/def2-TZVPD",
  "species": ["N", "C", "C", "O", "C", "O", "C", "N", "H", "H", "H", "H", "H", "H"],
  "coordinates": [[-0.9095, -1.7892, 0.2611], [-0.0972, -0.7885, 0.0395], [1.2317, -0.5168, 0.1477], [2.2618, -1.1752, 0.5206], [1.0572, 0.9387, -0.3077], [0.3731, 1.3058, -1.5077], [-0.3995, 0.6234, -0.5207], [-1.4748, 1.4105, 0.0677], [-1.9176, -1.6802, 0.2906], [-0.5824, -2.6251, 0.7397], [3.0495, -0.6157, 0.4102], [1.3052, 1.7063, 0.4149], [-1.5448, 2.2817, -0.4551], [-2.3526, 0.9243, -0.1007]],
  "nbo_charge": [-0.814, 0.076, 0.193, -0.654, -0.036, -0.468, 0.344, -0.829, 0.392, 0.396, 0.492, 0.179, 0.376, 0.353],
  "gap_ha": 0.280,
  "total_charge": 0,
  "smiles": "NC1=C(O)[C@H]2O[C@]12N",
  "lumo_energy_ev": 0.8
}

---

(2)
{
  "formula": "C41H29AsBBrF7InN2O2S",
  "method": "wB97M-V/def2-TZVPD",
  "species": ["In", "C", "O", "C", "C", "C", "Br", "C", "C", "C", "O", "C", "N", "C", "C", "C", "C", "C", "C", "N", "H", "H", "H", "H", "H", "H", "H", "H", "H", "H", "H", "S", "C", "C", "C", "C", "C", "C", "As", "C", "C", "C", "C", "C", "C", "C", "C", "C", "C", "C", "C", "H", "H", "H", "H", "H", "H", "H", "H", "H", "H", "H", "H", "H", "H", "F", "B", "F", "F", "F", "F", "C", "F", "F", "C", "C", "C", "C", "C", "C", "C", "C", "H", "H", "H", "H"],
  "coordinates": [[0.3301, 0.5327, -1.9634], [-3.6596, 2.5116, -0.3634], [-2.8467, 1.3629, -0.5809], [-3.4319, 0.1581, -0.4152], [-4.5353, -0.0571, 0.3908], [-5.1295, -1.3102, 0.4135], [-6.6516, -1.5857, 1.5105], [-4.6579, -2.3375, -0.3648], [-3.5305, -2.1340, -1.1665], [-2.8773, -0.8930, -1.1594], [-1.7639, -0.6734, -1.9051], [-3.0344, -3.1731, -2.0569], [-1.9526, -3.0219, -2.7782], [-1.8069, -4.1706, -3.5280], [-0.8342, -4.5283, -4.4585], [-0.9597, -5.7656, -5.0571], [-2.0193, -6.6302, -4.7486], [-2.9922, -6.2883, -3.8298], [-2.8668, -5.0434, -3.2265], [-3.6304, -4.3791, -2.2868], [-3.6219, 2.8345, 0.6801], [-4.6935, 2.3198, -0.6535], [-3.2541, 3.3037, -0.9884], [-4.9434, 0.7398, 0.9958], [-5.1537, -3.2976, -0.3488], [-1.6121, -1.5197, -2.4867], [-0.0236, -3.8526, -4.6938], [-0.2225, -6.0779, -5.7849], [-2.0743, -7.5908, -5.2440], [-3.8087, -6.9585, -3.5936], [-4.4772, -4.7226, -1.8733], [0.9521, 2.6465, -3.0122], [2.0922, 3.3121, -1.8065], [3.3074, 3.7857, -2.2997], [4.1776, 4.4749, -1.4726], [3.8424, 4.7132, -0.1472], [2.6420, 4.2341, 0.3474], [1.7656, 3.5128, -0.4611], [0.1251, 2.7731, 0.2901], [0.7867, 1.9625, 1.9345], [2.1286, 1.7715, 2.2446], [2.4958, 1.1836, 3.4462], [1.5258, 0.7489, 4.3364], [0.1839, 0.8828, 4.0131], [-0.1803, 1.4899, 2.8213], [-0.4988, 4.4870, 1.0163], [-0.8429, 5.4580, 0.0770], [-1.2651, 6.7119, 0.4860], [-1.3586, 7.0013, 1.8416], [-1.0279, 6.0362, 2.7797], [-0.5998, 4.7793, 2.3693], [3.5563, 3.6175, -3.3392], [5.1181, 4.8378, -1.8671], [4.5139, 5.2673, 0.4958], [2.3658, 4.4347, 1.3762], [2.8970, 2.0804, 1.5500], [3.5453, 1.0535, 3.6784], [1.8193, 0.2948, 5.2745], [-0.5787, 0.5179, 4.6897], [-1.2303, 1.5995, 2.5651], [-0.7658, 5.2319, -0.9823], [-1.5173, 7.4669, -0.2474], [-1.6873, 7.9804, 2.1660], [-1.0959, 6.2634, 3.8360], [-0.3365, 4.0323, 3.1083], [1.8383, -0.2116, -4.0396], [0.7086, -1.0247, -4.2589], [0.7782, -1.7893, -5.3826], [0.5443, -1.7858, -3.0625], [-0.4316, -0.1456, -4.2563], [3.8305, -5.2117, 5.0238], [4.5881, -4.4267, 4.2373], [5.3105, -3.6272, 5.0552], [5.4725, -5.2260, 3.6027], [3.7747, -3.6312, 3.2632], [2.3894, -3.6536, 3.2967], [1.6656, -2.9126, 2.3782], [2.3240, -2.1466, 1.4207], [3.7236, -2.1312, 1.3965], [4.4458, -2.8700, 2.3122], [1.6290, -1.3615, 0.4495], [1.0682, -0.6801, -0.3752], [1.8783, -4.2482, 4.0414], [0.5846, -2.9225, 2.4098], [4.2290, -1.5313, 0.6518], [5.5280, -2.8587, 2.2933]],
  "lowdin_charge": [0.794, -0.057, -0.117, -0.212, -0.055, -0.679, 0.747, -0.079, -0.051, -0.146, -0.037, -0.221, 0.166, -0.172, 0.018, -0.078, -0.091, -0.024, -0.178, 0.179, 0.097, 0.100, 0.094, 0.109, 0.101, 0.080, 0.104, 0.104, 0.101, 0.108, 0.155, 0.664, -0.657, -0.115, -0.075, -0.076, -0.121, -0.414, 1.314, -0.399, -0.102, -0.075, -0.085, -0.083, -0.138, -0.376, -0.119, -0.082, -0.090, -0.081, -0.098, 0.104, 0.106, 0.105, 0.108, 0.096, 0.107, 0.104, 0.104, 0.102, 0.104, 0.104, 0.102, 0.104, 0.091, 0.084, -1.288, 0.188, 0.073, 0.066, 0.133, -0.577, 0.134, 0.136, -0.126, -0.004, -0.010, -0.237, -0.008, -0.004, -0.099, -0.044, 0.120, 0.121, 0.123, 0.126],
  "gap_ha": 0.308,
  "total_charge": 0,
  "lumo_energy_ev": -0.2
}

---

(3)
{
  "formula": "C6H6N2O",
  "method": "wB97M-V/def2-TZVPD",
  "species": ["C", "C", "C", "C", "C", "C", "N", "N", "O", "H", "H", "H", "H", "H", "H"],
  "coordinates": [[2.8425, -0.0386, -0.1381], [-0.7199, -1.3209, -0.2176], [-1.9131, -0.6014, -0.1987], [0.6700, -1.0364, -0.1774], [-2.1437, 0.7901, -0.2159], [1.4341, 0.0946, 0.1331], [3.9447, -0.1705, -0.3847], [0.9735, 1.2692, 0.6586], [-1.2957, 1.6219, -0.6056], [-0.7167, -2.4496, -0.0386], [-2.8972, -1.2532, -0.0326], [1.4392, -1.7888, -0.1423], [-3.2309, 0.9863, 0.1060], [0.1051, 1.7845, 0.4380], [1.5080, 2.1128, 0.8157]],
  "nbo_charge": [0.213, -0.347, -0.165, -0.051, 0.274, 0.031, -0.295, -0.700, -0.595, 0.229, 0.213, 0.221, 0.128, 0.446, 0.399],
  "spin_multiplicity": 3,
  "gap_ha": [0.264, 0.266],
  "total_charge": 0,
  "s_squared": 2.015,
  "lumo_energy_ev": [0.5, -3.0]
}

---

(4)
{
  "formula": "C3H4FN",
  "method": "wB97M-V/def2-TZVPD",
  "species": ["F", "C", "C", "N", "C", "H", "H", "H", "H"],
  "coordinates": [[1.9357, 0.2979, 0.2531], [0.7296, 0.0109, -0.4074], [-0.5780, 1.2145, -0.1604], [-1.2505, 0.3000, 0.4514], [-0.2778, -0.7851, 0.3564], [0.9371, -0.4019, -1.4883], [-0.6654, 2.2347, -0.3439], [-0.7637, -1.6589, 0.0081], [-0.0671, -1.2122, 1.3309]],
  "nbo_charge": [-0.357, 0.164, 0.076, -0.361, -0.332, 0.180, 0.195, 0.211, 0.223],
  "gap_ha": 0.392,
  "total_charge": 0,
  "smiles": "F[C@@H]1C=NC1",
  "lumo_energy_ev": 1.1
}

---

(5)
{
  "formula": "C3H5N2O",
  "method": "wB97M-V/def2-TZVPD",
  "species": ["O", "N", "C", "N", "C", "C", "H", "H", "H", "H", "H"],
  "coordinates": [[-1.9525, 0.6486, 1.2825], [-1.0903, 0.3434, 0.5474], [-1.0725, 0.5675, -0.8331], [0.0175, 0.2838, -1.3860], [1.0045, -0.2668, -0.5115], [0.4518, -0.3344, 0.8499], [-1.9529, 1.0391, -1.2162], [1.9806, 0.2580, -0.4538], [1.3409, -1.2846, -1.0890], [0.2888, -1.4276, 1.0409], [0.9839, 0.1730, 1.7688]],
  "nbo_charge": [-0.063, 0.304, 0.128, -0.162, -0.351, -0.291, 0.257, 0.291, 0.301, 0.282, 0.304],
  "gap_ha": [0.323, 0.323],
  "total_charge": 1,
  "smiles": "O=[N+]1C=NCC1",
  "lumo_energy_ev": [-7.7, -7.7]
}

---

(6)
{
  "formula": "C19H25ClN2O2",
  "method": "wB97M-V/def2-TZVPD",
  "species": ["C", "C", "C", "C", "C", "N", "C", "C", "C", "C", "C", "O", "C", "C", "C", "C", "C", "Cl", "N", "C", "C", "O", "C", "C", "H", "H", "H", "H", "H", "H", "H", "H", "H", "H", "H", "H", "H", "H", "H", "H", "H", "H", "H", "H", "H", "H", "H", "H", "H"],
  "coordinates": [[3.6706, -1.5105, -1.3225], [2.4262, -0.9098, -1.9658], [1.9036, -1.7571, -3.1302], [1.1434, -3.0161, -2.6906], [-0.3745, -2.8327, -2.6455], [-0.7529, -1.8512, -1.6505], [-2.1878, -1.6921, -1.4791], [-2.4263, -0.5708, -0.5067], [-3.2355, 0.5115, -0.8032], [-3.3110, 1.5736, 0.0780], [-2.5969, 1.5817, 1.2692], [-2.7091, 2.7303, 2.0123], [-1.6446, 3.1190, 2.8559], [-0.2834, 2.9624, 2.2333], [0.8311, 2.6484, 3.0064], [2.0515, 2.4316, 2.3949], [2.0951, 2.5278, 1.0090], [3.5658, 2.2155, 0.1730], [1.0621, 2.8489, 0.2624], [-0.0963, 3.0702, 0.8595], [-1.8367, 0.4490, 1.6129], [-1.2118, 0.4395, 2.8352], [-0.3318, -0.6182, 3.1259], [-1.7503, -0.5953, 0.7064], [4.0169, -0.8769, -0.5092], [3.4651, -2.5002, -0.9214], [4.4731, -1.5983, -2.0521], [2.6724, 0.0881, -2.3359], [1.6494, -0.8000, -1.2078], [1.2490, -1.1477, -3.7585], [2.7568, -2.0469, -3.7478], [1.3542, -3.8325, -3.3844], [1.4826, -3.3231, -1.7015], [-0.7436, -2.5716, -3.6553], [-0.8410, -3.7830, -2.3628], [-0.3580, -0.9501, -1.9038], [-2.7131, -1.4859, -2.4288], [-2.5808, -2.6355, -1.0803], [-3.7866, 0.5442, -1.7309], [-3.9090, 2.4418, -0.1509], [-1.6780, 2.5646, 3.8020], [-1.8429, 4.1775, 3.0658], [0.7371, 2.5626, 4.0791], [2.9353, 2.1824, 2.9590], [-0.9094, 3.3371, 0.1991], [0.4806, -0.6763, 2.3948], [0.0819, -0.3926, 4.1079], [-0.8559, -1.5778, 3.1687], [-1.1364, -1.4553, 0.9150]],
  "nbo_charge": [-0.606, -0.400, -0.405, -0.402, -0.206, -0.628, -0.230, -0.027, -0.213, -0.240, 0.230, -0.496, -0.076, -0.095, -0.142, -0.276, 0.172, 0.010, -0.424, 0.048, 0.308, -0.531, -0.252, -0.296, 0.212, 0.197, 0.198, 0.206, 0.200, 0.196, 0.203, 0.206, 0.202, 0.156, 0.188, 0.357, 0.169, 0.195, 0.213, 0.225, 0.194, 0.203, 0.217, 0.232, 0.208, 0.185, 0.196, 0.182, 0.233],
  "gap_ha": 0.329,
  "total_charge": 0,
  "smiles": "CCCCCNCc1ccc(OCc2ccc(Cl)nc2)c(OC)c1",
  "lumo_energy_ev": 0.7
}

---

(7)
{
  "formula": "BH14NiO5",
  "method": "wB97M-V/def2-TZVPD",
  "species": ["Ni", "B", "H", "H", "H", "H", "O", "H", "H", "O", "H", "H", "O", "H", "H", "O", "H", "H", "O", "H", "H"],
  "coordinates": [[-0.0570, 0.0263, 0.0274], [0.0932, 1.9262, 1.1615], [0.0532, 2.8377, 1.8693], [1.0638, 1.9290, 0.5114], [-0.0371, 0.9269, 1.7650], [-0.8020, 1.9923, 0.4087], [-1.0621, -1.2839, 1.4035], [-0.8095, -2.0760, 1.8951], [-2.0194, -1.3526, 1.2912], [0.0005, -1.8742, -1.0998], [0.3077, -2.7231, -0.7564], [-0.0830, -2.0009, -2.0549], [1.7522, -0.6727, 0.7998], [2.2912, -0.0833, 1.3537], [2.3086, -1.4383, 0.6037], [0.9868, 0.7619, -1.6783], [1.9385, 0.5971, -1.7197], [0.7871, 1.3184, -2.4427], [-1.8856, 0.3401, -0.9521], [-2.0821, 0.5451, -1.8756], [-2.7451, 0.3042, -0.5110]],
  "nbo_charge": [1.596, -0.901, 0.087, -0.023, -0.022, -0.009, -0.960, 0.514, 0.502, -0.968, 0.503, 0.511, -0.982, 0.534, 0.506, -0.973, 0.512, 0.516, -0.970, 0.515, 0.514],
  "spin_multiplicity": 3,
  "gap_ha": [0.339, 0.332],
  "total_charge": 1,
  "s_squared": 2.003,
  "lumo_energy_ev": [-3.7, -3.8]
}

---

(8)
{
  "formula": "C4H5FN2O",
  "method": "wB97M-V/def2-TZVPD",
  "species": ["C", "N", "C", "C", "C", "F", "N", "O", "H", "H", "H", "H", "H"],
  "coordinates": [[-1.5841, 0.3072, 1.3795], [-0.8983, -0.6509, 0.5141], [0.1192, -0.2291, -0.2193], [1.0949, -0.8154, -1.0296], [1.7438, 0.3218, -1.4574], [2.8499, 0.3296, -2.1885], [1.2416, 1.4690, -1.1361], [0.2408, 1.0918, -0.2618], [-2.2745, -0.2489, 2.0261], [-2.1060, 1.0618, 0.7910], [-0.8379, 0.8272, 1.9893], [-1.0082, -1.6088, 0.7662], [1.4187, -1.8552, -1.1735]],
  "nbo_charge": [-0.411, -0.590, 0.534, -0.520, 0.541, -0.299, -0.222, -0.309, 0.209, 0.213, 0.202, 0.405, 0.249],
  "gap_ha": 0.337,
  "total_charge": 0,
  "smiles": "CNc1cc(F)no1",
  "lumo_energy_ev": 0.7
}

---

Values for E_tot, eV, ordered as above
-11315.9151, -216658.3027, -11341.9864, -7380.3386, -8207.9570, -39705.6836, -52176.7909, -11972.3534
Values for molecular weight, g/mol, ordered as above
114.10, 1027.20, 122.13, 73.07, 85.09, 348.87, 163.61, 116.09
Values for ΔE to the lowest compared entry with this formula, charge and spin, eV, ordered as above
5.1268, 0.9324, 0.2679, 2.1974, 5.2363, 2.8692, 0.6129, 1.6894